Record 1
Here is a 7-piece molecular cluster, C41H99N6O8 overall from the OMol25 dataset. Energies are from the ωB97M-V functional and the def2-TZVPD basis.

Output
HOMO energy = -4.77 eV
LUMO energy = 2.129 eV
charge = -1

Last column: Löwdin charge in e.
Element x y z (Å)
C 0.48 -4.93 3.42  -0.105
C 0.30 -6.37 2.91  -0.259
C 1.60 -7.12 2.65  -0.228
C 2.69 -6.26 2.03  -0.224
C 3.97 -7.03 1.70  -0.187
C 4.67 -6.65 0.39  -0.209
C 4.60 -5.17 0.01  -0.206
C 4.97 -4.18 1.11  -0.208
C 6.25 -4.50 1.89  -0.191
C 6.20 -3.90 3.31  -0.205
C 5.72 -2.44 3.41  -0.193
C 4.35 -2.27 4.10  -0.205
C 3.41 -1.22 3.50  -0.217
C 3.07 -1.39 2.03  -0.231
C 1.98 -0.39 1.55  -0.208
C 2.18 -0.11 0.07  -0.141
C 0.98 0.55 -0.64  -0.693
O -0.09 0.71 0.01  -0.075
O 1.20 0.88 -1.84  -0.089
H -0.39 -4.55 3.95  0.068
H 0.74 -4.30 2.59  0.065
H 1.33 -4.90 4.10  0.064
H -0.23 -6.31 1.96  0.102
H -0.36 -6.93 3.57  0.094
H 1.38 -7.96 1.98  0.105
H 1.96 -7.54 3.59  0.113
H 2.94 -5.52 2.78  0.083
H 2.29 -5.71 1.18  0.119
H 4.66 -6.94 2.54  0.101
H 3.72 -8.09 1.65  0.100
H 4.30 -7.24 -0.44  0.104
H 5.72 -6.91 0.48  0.093
H 5.31 -5.01 -0.80  0.108
H 3.64 -4.90 -0.42  0.104
H 4.16 -4.09 1.82  0.074
H 5.10 -3.21 0.66  0.105
H 7.07 -3.99 1.38  0.109
H 6.46 -5.56 1.96  0.089
H 5.61 -4.55 3.95  0.101
H 7.22 -3.94 3.69  0.096
H 5.73 -1.91 2.46  0.096
H 6.43 -1.92 4.05  0.098
H 4.54 -1.98 5.13  0.099
H 3.81 -3.22 4.15  0.090
H 2.46 -1.29 4.04  0.110
H 3.80 -0.21 3.62  0.111
H 2.69 -2.39 1.80  0.099
H 3.95 -1.18 1.44  0.092
H 2.07 0.51 2.16  0.108
H 1.03 -0.87 1.73  0.104
H 2.38 -1.06 -0.42  0.109
H 3.06 0.51 -0.06  0.109
C -4.98 0.56 -0.99  -0.081
C -3.52 0.99 -1.03  -0.429
C -3.31 2.34 -1.75  -0.200
O -3.36 2.27 -3.17  -0.186
C -4.66 2.29 -3.72  -0.124
N -2.70 -0.07 -1.60  0.057
H -5.33 0.17 -1.95  0.061
H -5.12 -0.23 -0.26  0.068
H -5.62 1.40 -0.70  0.059
H -3.19 1.14 0.00  0.125
H -2.30 2.68 -1.51  0.122
H -4.01 3.10 -1.38  0.108
H -5.34 2.92 -3.14  0.086
H -5.07 1.28 -3.81  0.073
H -4.58 2.71 -4.73  0.080
H -1.72 0.21 -1.51  0.037
H -2.86 -0.09 -2.60  0.048
C -0.91 -0.42 -6.64  -0.075
C -0.22 0.35 -5.51  -0.425
C 1.32 0.37 -5.64  -0.203
O 1.95 -0.84 -5.28  -0.180
C 1.96 -1.83 -6.28  -0.114
N -0.65 -0.19 -4.23  0.062
H -0.81 -1.50 -6.52  0.054
H -1.97 -0.19 -6.65  0.069
H -0.50 -0.15 -7.61  0.071
H -0.56 1.38 -5.57  0.135
H 1.70 1.12 -4.95  0.123
H 1.62 0.67 -6.65  0.113
H 2.06 -1.40 -7.28  0.087
H 1.07 -2.45 -6.22  0.052
H 2.82 -2.48 -6.09  0.085
H -0.27 0.39 -3.48  0.050
H -0.19 -1.09 -4.09  0.071
C -7.83 1.10 1.64  -0.070
C -6.56 1.52 2.36  -0.432
C -6.65 1.38 3.88  -0.201
O -7.39 2.40 4.53  -0.189
C -8.79 2.21 4.53  -0.118
N -6.19 2.87 1.93  0.055
H -8.63 1.84 1.71  0.063
H -7.63 0.96 0.57  0.061
H -8.21 0.15 2.03  0.077
H -5.76 0.85 2.02  0.129
H -5.64 1.47 4.29  0.124
H -7.02 0.39 4.17  0.118
H -9.06 1.15 4.61  0.088
H -9.25 2.64 3.64  0.073
H -9.20 2.73 5.40  0.083
H -5.28 3.09 2.33  0.048
H -6.83 3.52 2.38  0.068
C -2.10 -7.06 -7.56  -0.074
C -1.11 -6.29 -8.43  -0.436
C 0.14 -5.81 -7.67  -0.213
O -0.07 -4.68 -6.85  -0.206
C -0.60 -4.96 -5.56  -0.092
N -1.82 -5.18 -9.07  0.038
H -2.67 -6.41 -6.90  0.065
H -2.81 -7.59 -8.18  0.073
H -1.58 -7.80 -6.94  0.077
H -0.77 -6.97 -9.21  0.131
H 0.88 -5.49 -8.42  0.121
H 0.59 -6.63 -7.10  0.119
H -0.24 -5.92 -5.17  0.091
H -1.69 -4.96 -5.58  0.079
H -0.28 -4.17 -4.89  0.086
H -1.20 -4.72 -9.73  0.070
H -1.99 -4.47 -8.37  0.070
C -1.56 3.37 1.84  -0.061
C -2.60 4.45 1.58  -0.426
C -2.02 5.74 0.98  -0.209
O -1.35 6.57 1.91  -0.198
C 0.00 6.21 2.18  -0.106
N -3.36 4.70 2.82  0.035
H -0.96 3.59 2.73  0.064
H -2.04 2.41 2.00  0.072
H -0.88 3.25 0.99  0.076
H -3.30 4.05 0.84  0.116
H -2.86 6.35 0.61  0.118
H -1.37 5.52 0.13  0.122
H 0.49 5.80 1.29  0.094
H 0.05 5.48 3.00  0.075
H 0.53 7.10 2.50  0.052
H -4.12 5.35 2.62  0.069
H -2.75 5.23 3.44  0.066
C 2.16 9.19 5.18  -0.069
C 3.32 8.51 4.48  -0.429
C 4.55 9.41 4.30  -0.212
O 4.44 10.37 3.26  -0.189
C 3.74 11.55 3.60  -0.110
N 2.85 7.96 3.20  0.046
H 1.63 9.88 4.52  0.065
H 1.43 8.45 5.51  0.077
H 2.49 9.74 6.06  0.076
H 3.64 7.67 5.11  0.135
H 5.40 8.78 4.02  0.121
H 4.82 9.91 5.24  0.117
H 3.92 11.84 4.64  0.089
H 2.67 11.45 3.43  0.076
H 4.11 12.35 2.95  0.085
H 3.59 7.41 2.78  0.082
H 2.72 8.74 2.56  0.077


Record 2
Here is a 10-piece molecular cluster, C42H100N16O10 overall from the OMol25 dataset. Energies are from the ωB97M-V functional and the def2-TZVPD basis.

Output
expectation value of S² = 0.75
HOMO energy (spin up / spin down) = -9.90 / -9.90 eV
LUMO energy (spin up / spin down) = -2.118 / -6.508 eV
charge = +1
spin multiplicity = 2

Last column: Mulliken spin population.
Element x y z (Å)
C 26.44 6.15 6.57  0.000
C 26.06 5.32 5.30  0.000
C 24.86 4.39 5.73  0.000
C 24.06 3.81 4.51  0.003
C 23.71 4.89 3.52  0.000
C 24.88 5.90 3.16  0.000
N 25.67 6.39 4.37  0.000
O 26.78 7.17 4.02  0.000
C 25.67 5.17 2.01  0.000
C 24.22 7.14 2.51  0.000
C 27.23 4.37 4.89  0.000
H 26.69 5.44 7.36  0.000
H 25.58 6.73 6.91  0.000
H 27.33 6.77 6.50  0.000
H 25.31 3.65 6.39  0.000
H 24.16 4.94 6.36  0.000
H 23.19 3.26 4.86  0.000
H 24.79 3.21 3.98  -0.001
H 22.83 5.42 3.88  0.000
H 23.40 4.24 2.70  0.000
H 25.47 4.11 1.82  0.000
H 25.38 5.55 1.03  0.000
H 26.74 5.30 2.15  0.000
H 24.92 7.77 1.96  0.000
H 23.47 6.73 1.83  0.000
H 23.66 7.77 3.20  0.000
H 28.13 4.98 4.77  0.000
H 27.03 3.84 3.96  0.000
H 27.28 3.56 5.62  0.000
H 26.49 8.08 3.92  0.000
C 13.34 5.42 1.06  0.000
C 14.14 5.60 2.39  0.000
C 13.50 4.71 3.54  0.000
C 13.69 3.22 3.41  0.000
C 15.25 2.99 3.24  0.000
C 16.01 3.80 2.08  0.000
N 15.59 5.18 2.30  0.000
O 16.30 5.97 1.40  0.000
C 17.56 3.62 2.17  0.000
C 15.59 3.04 0.83  0.000
C 14.04 7.11 2.84  0.000
H 12.68 4.57 1.16  0.000
H 14.03 5.07 0.29  0.000
H 12.69 6.27 0.84  0.000
H 13.78 5.10 4.52  0.000
H 12.42 4.85 3.45  0.000
H 13.14 2.78 2.58  0.000
H 13.32 2.73 4.31  0.000
H 15.34 1.92 3.09  0.000
H 15.70 3.25 4.20  0.000
H 17.99 4.50 2.66  0.000
H 17.76 2.70 2.72  0.000
H 18.09 3.51 1.22  0.000
H 15.78 3.55 -0.11  0.000
H 16.15 2.12 0.64  0.000
H 14.54 2.75 0.81  0.000
H 13.08 7.58 3.06  0.000
H 14.47 7.77 2.09  0.000
H 14.50 7.29 3.80  0.000
H 15.75 5.72 0.66  0.000
C 22.58 -3.31 8.09  0.082
C 21.98 -2.55 6.86  -0.035
C 20.93 -1.53 7.49  0.031
C 21.46 -0.25 8.08  -0.019
C 22.34 0.41 7.12  0.048
C 23.50 -0.46 6.53  -0.003
N 23.01 -1.76 6.14  0.662
O 24.02 -2.54 5.61  0.093
C 23.98 0.21 5.22  0.044
C 24.60 -0.56 7.64  0.078
C 21.17 -3.48 5.86  0.038
H 22.90 -2.59 8.84  -0.003
H 23.41 -3.96 7.80  -0.001
H 21.77 -3.89 8.54  0.003
H 20.18 -1.24 6.76  -0.007
H 20.40 -2.07 8.27  -0.001
H 22.08 -0.46 8.95  0.001
H 20.57 0.34 8.29  0.000
H 22.76 1.19 7.76  0.003
H 21.74 0.91 6.36  -0.020
H 24.75 -0.27 4.61  -0.001
H 23.14 0.27 4.53  0.008
H 24.37 1.17 5.56  0.002
H 25.50 -1.12 7.39  -0.004
H 24.87 0.40 8.08  0.004
H 24.15 -1.01 8.53  -0.005
H 22.00 -4.10 5.52  -0.002
H 20.75 -3.03 4.95  -0.005
H 20.38 -4.10 6.28  0.000
H 24.01 -2.20 4.71  0.009
C 23.47 2.57 14.23  0.000
C 23.71 3.18 12.82  0.000
C 24.63 2.14 12.10  0.000
C 24.84 2.44 10.69  0.001
C 23.44 2.54 9.98  0.001
C 22.36 3.44 10.59  0.000
N 22.38 3.16 12.08  0.000
O 21.44 3.97 12.71  0.000
C 22.56 4.92 10.05  0.000
C 21.06 2.82 10.07  0.000
C 24.37 4.58 12.99  0.000
H 22.64 3.03 14.77  0.000
H 24.29 2.69 14.94  0.000
H 23.17 1.52 14.19  0.000
H 25.58 2.19 12.64  0.000
H 24.36 1.10 12.27  0.000
H 25.48 1.64 10.33  -0.001
H 25.31 3.40 10.46  0.000
H 23.16 1.49 10.05  0.000
H 23.57 2.74 8.92  -0.001
H 22.11 5.05 9.07  0.000
H 21.94 5.49 10.75  0.000
H 23.60 5.24 10.22  0.000
H 20.18 3.41 10.30  0.000
H 21.12 2.86 8.98  0.000
H 21.01 1.76 10.32  0.000
H 25.31 4.40 13.51  0.000
H 23.75 5.27 13.58  0.000
H 24.50 4.96 11.98  0.000
H 20.81 3.37 13.13  0.000
C 19.07 6.36 8.70  0.000
O 19.83 5.82 7.95  0.000
N 18.25 7.26 8.42  0.000
N 19.01 6.10 9.98  0.000
H 18.34 7.57 7.47  0.000
H 17.44 7.44 9.01  0.000
H 18.21 6.54 10.42  0.000
H 19.52 5.34 10.41  0.000
C 16.97 0.75 5.76  0.000
O 16.10 -0.01 6.09  0.000
N 18.08 0.51 5.14  -0.001
N 17.11 1.96 6.01  0.000
H 18.67 1.25 4.80  0.000
H 18.38 -0.40 4.80  0.000
H 17.98 2.24 6.43  0.000
H 16.32 2.58 6.13  0.000
C 21.62 0.52 1.98  0.000
O 22.12 -0.18 1.11  0.001
N 21.58 1.83 2.10  0.000
N 21.01 0.05 2.98  0.002
H 21.27 2.26 2.96  0.000
H 22.12 2.44 1.50  0.000
H 20.79 -0.92 3.15  0.000
H 20.83 0.66 3.77  0.003
C 22.22 7.98 5.83  0.000
O 22.67 8.97 5.22  0.000
N 22.87 7.04 6.42  0.000
N 20.97 7.83 6.17  0.000
H 22.32 6.40 6.97  0.000
H 23.88 7.12 6.43  0.000
H 20.63 7.08 6.75  0.000
H 20.36 8.41 5.61  0.000
C 20.71 6.61 0.36  0.000
O 20.29 5.94 1.23  0.000
N 20.09 7.74 -0.01  0.000
N 21.61 6.28 -0.47  0.000
H 19.17 7.84 0.40  0.000
H 20.41 8.32 -0.77  0.000
H 22.10 5.42 -0.27  0.000
H 21.95 6.96 -1.13  0.000
C 20.27 3.47 5.14  -0.002
O 20.26 2.36 4.59  -0.004
N 20.11 4.62 4.61  0.000
N 20.43 3.56 6.44  0.001
H 20.32 4.59 3.62  0.000
H 20.11 5.46 5.18  0.000
H 20.57 4.38 7.00  0.000
H 20.70 2.63 6.74  -0.001


Record 3
Here is C42H102BrFN5NbO8PS3 as an isolated structure from the OMol25 dataset. Energies are from the ωB97M-V functional and the def2-TZVPD basis.

Output
HOMO energy = -5.17 eV
LUMO energy = 0.603 eV
charge = -1

Last column: Löwdin charge in e.
Element x y z (Å)
C -0.89 2.02 5.74  -0.118
C 0.48 1.44 5.41  -0.246
C 0.73 1.56 3.89  -0.245
C 2.21 1.56 3.52  -0.193
C 2.57 0.79 2.25  -0.210
C 1.92 -0.59 2.12  -0.185
C 0.62 -0.58 1.28  -0.231
C 0.74 -1.31 -0.06  -0.202
C -0.15 -2.53 -0.20  -0.209
C -1.62 -2.23 -0.49  -0.203
C -2.58 -2.90 0.48  -0.213
C -4.03 -2.69 0.07  -0.213
C -5.00 -2.62 1.24  -0.220
C -5.04 -1.24 1.89  -0.239
C -6.11 -0.34 1.31  -0.206
C -6.26 0.90 2.18  -0.238
C -7.16 1.97 1.59  -0.197
C -6.55 2.81 0.45  -0.198
C -5.07 2.55 0.19  -0.334
C -4.38 3.74 -0.53  -0.349
Nb -2.48 4.27 0.46  1.182
S -3.41 4.54 2.69  0.275
C -1.34 4.39 -1.49  -0.384
C -1.02 3.08 -2.09  -0.891
O -1.81 2.21 -2.43  -0.071
Br 0.91 2.74 -2.36  0.743
P -1.80 1.75 0.74  0.295
S -2.35 0.96 2.49  0.186
S -0.12 4.79 1.50  0.405
O 0.26 6.16 1.29  -0.389
O -0.11 4.37 2.88  -0.438
F 1.03 3.86 0.83  -0.312
H -1.16 1.83 6.77  0.053
H -1.63 1.57 5.08  0.011
H -0.89 3.08 5.52  0.067
H 0.49 0.38 5.66  0.092
H 1.26 1.98 5.93  0.101
H 0.27 2.49 3.57  0.055
H 0.17 0.75 3.42  0.039
H 2.49 2.59 3.35  0.105
H 2.81 1.23 4.36  0.099
H 3.65 0.65 2.25  0.097
H 2.37 1.40 1.37  0.098
H 2.62 -1.30 1.70  0.092
H 1.66 -0.92 3.13  0.103
H 0.37 0.46 1.10  0.001
H -0.16 -1.05 1.86  0.083
H 0.48 -0.62 -0.86  0.101
H 1.77 -1.61 -0.24  0.091
H -0.09 -3.15 0.70  0.109
H 0.24 -3.13 -1.01  0.101
H -1.80 -1.15 -0.47  0.081
H -1.87 -2.59 -1.48  0.113
H -2.36 -3.97 0.44  0.095
H -2.41 -2.50 1.48  0.109
H -4.11 -1.76 -0.49  0.108
H -4.28 -3.50 -0.61  0.089
H -4.68 -3.37 1.96  0.097
H -6.00 -2.90 0.95  0.097
H -4.07 -0.75 1.76  0.013
H -5.18 -1.33 2.96  0.114
H -5.89 -0.08 0.28  0.105
H -7.05 -0.88 1.40  0.110
H -5.29 1.28 2.47  0.064
H -6.73 0.56 3.10  0.111
H -8.09 1.50 1.26  0.101
H -7.44 2.64 2.40  0.099
H -6.70 3.85 0.69  0.095
H -7.11 2.64 -0.47  0.106
H -4.98 1.71 -0.50  0.096
H -4.54 2.37 1.11  -0.010
H -4.23 3.56 -1.59  0.041
H -4.98 4.65 -0.46  0.036
H -2.79 6.05 0.19  -0.064
H -2.64 3.84 3.52  -0.251
H -1.98 4.92 -2.20  0.060
H -0.43 4.97 -1.41  0.017
H -0.43 1.50 0.54  -0.094
H -2.44 1.00 -0.28  -0.077
C 4.44 0.32 -1.52  -0.054
C 4.25 0.79 -2.96  -0.427
C 5.47 0.56 -3.85  -0.196
O 6.53 1.48 -3.67  -0.229
C 7.39 1.20 -2.58  -0.093
N 3.80 2.18 -2.94  -0.011
H 5.05 1.02 -0.94  0.069
H 3.48 0.25 -1.01  0.063
H 4.92 -0.66 -1.48  0.081
H 3.43 0.19 -3.38  0.124
H 5.15 0.70 -4.89  0.118
H 5.84 -0.47 -3.76  0.121
H 7.52 0.12 -2.44  0.092
H 7.03 1.65 -1.65  0.082
H 8.36 1.65 -2.80  0.073
H 3.56 2.47 -3.89  0.054
H 4.60 2.77 -2.70  0.079
C -0.05 0.83 -5.47  -0.070
C 1.28 0.46 -6.12  -0.429
C 1.23 0.45 -7.66  -0.211
O 0.59 -0.68 -8.23  -0.192
C -0.82 -0.60 -8.29  -0.110
N 1.75 -0.82 -5.58  0.045
H -0.77 0.01 -5.49  0.071
H 0.12 1.09 -4.43  0.006
H -0.50 1.70 -5.97  0.084
H 2.01 1.23 -5.84  0.126
H 2.26 0.41 -8.03  0.119
H 0.79 1.38 -8.04  0.119
H -1.16 0.42 -8.47  0.089
H -1.28 -0.98 -7.37  0.076
H -1.14 -1.24 -9.11  0.084
H 2.68 -1.01 -5.93  0.067
H 1.17 -1.55 -5.97  0.070
C -1.91 -2.46 10.31  -0.076
C -2.14 -1.87 8.92  -0.434
C -0.86 -1.69 8.10  -0.209
O -0.06 -0.59 8.48  -0.195
C 0.80 -0.80 9.58  -0.108
N -2.89 -0.62 9.06  0.041
H -1.50 -1.72 11.00  0.062
H -2.85 -2.81 10.73  0.072
H -1.21 -3.31 10.27  0.075
H -2.77 -2.58 8.37  0.134
H -1.15 -1.50 7.07  0.122
H -0.25 -2.61 8.10  0.120
H 1.18 -1.83 9.60  0.089
H 0.31 -0.58 10.53  0.074
H 1.64 -0.12 9.47  0.088
H -3.14 -0.28 8.14  0.072
H -2.25 0.09 9.42  0.068
C 10.66 3.76 -5.51  -0.072
C 9.45 2.83 -5.50  -0.434
C 9.08 2.28 -6.89  -0.206
O 8.42 3.20 -7.74  -0.186
C 9.26 4.10 -8.43  -0.112
N 8.33 3.51 -4.86  0.054
H 10.41 4.75 -5.89  0.063
H 11.04 3.89 -4.50  0.074
H 11.47 3.36 -6.12  0.075
H 9.71 1.96 -4.89  0.128
H 8.38 1.46 -6.75  0.122
H 9.96 1.87 -7.40  0.118
H 10.21 3.63 -8.71  0.088
H 9.45 5.00 -7.84  0.075
H 8.74 4.40 -9.34  0.085
H 7.56 2.85 -4.75  0.047
H 7.98 4.21 -5.51  0.073
C -5.70 -6.18 -0.04  -0.068
C -4.70 -7.17 -0.61  -0.428
C -4.51 -8.42 0.27  -0.215
O -3.74 -8.22 1.43  -0.188
C -4.42 -7.66 2.54  -0.103
N -3.43 -6.48 -0.85  0.050
H -5.30 -5.60 0.78  0.054
H -6.00 -5.46 -0.81  0.078
H -6.61 -6.68 0.30  0.079
H -5.08 -7.52 -1.57  0.133
H -3.97 -9.17 -0.31  0.119
H -5.49 -8.86 0.53  0.117
H -5.46 -8.02 2.58  0.089
H -4.41 -6.57 2.51  0.075
H -3.91 -7.98 3.44  0.086
H -2.79 -7.11 -1.32  0.073
H -2.99 -6.30 0.05  0.065


Values for max |F|, eV/Å, ordered as above
1.3 11.6 3.7